The following is a DFT calculation (ωB97M-V/def2-TZVPD) of a structure of composition C32H46BrClHfOP4 in a non-equilibrium geometry.

The geometry in XYZ format:
```
86
Properties=species:S:1:pos:R:3:forces:R:3:mulliken_charge:R:1
P -0.733 1.102 -2.524 -0.12 -1.42 -2.49 0.6120
C -0.383 2.478 -3.683 -0.07 1.33 0.69 0.1248
C 0.345 2.365 -4.863 0.44 -0.32 -0.35 0.3078
H 0.868 1.438 -5.108 -0.26 0.20 0.08 0.2642
C 0.451 3.429 -5.762 -0.48 0.72 0.43 -0.7788
H 1.010 3.329 -6.688 -0.07 -0.12 0.19 0.4365
C -0.166 4.658 -5.464 -0.02 -0.49 0.24 -0.4844
H -0.106 5.499 -6.160 0.03 -0.34 0.25 0.4011
C -0.862 4.803 -4.254 -0.05 0.24 0.01 -0.7234
H -1.320 5.774 -4.000 0.28 -0.66 -0.16 0.3782
C -0.968 3.729 -3.369 0.29 -0.24 -0.15 -0.2761
H -1.492 3.854 -2.415 0.03 0.02 -0.38 0.3394
C 0.350 -0.184 -3.250 0.39 -0.41 0.16 0.4560
C 1.695 -0.181 -2.843 -0.04 -0.25 -0.11 -0.5635
H 2.008 0.492 -2.040 0.00 -0.11 -0.28 0.4911
C 2.623 -1.030 -3.451 -0.21 -0.12 -0.06 -0.6170
H 3.668 -1.015 -3.124 -0.38 0.00 -0.20 0.4370
C 2.206 -1.906 -4.469 0.06 0.32 0.36 -0.6377
H 2.942 -2.556 -4.945 -0.29 0.17 0.10 0.4192
C 0.861 -1.943 -4.844 0.28 -0.15 0.03 -0.6613
H 0.536 -2.645 -5.619 0.08 0.32 0.32 0.4348
C -0.063 -1.095 -4.232 0.02 0.00 0.08 -0.1870
H -1.110 -1.160 -4.524 0.25 0.13 0.02 0.3045
C -2.348 0.576 -3.212 -0.87 -0.53 0.85 0.0390
C -2.871 1.005 -4.434 -0.05 0.19 -0.27 -0.1004
H -2.385 1.796 -5.002 0.02 -0.23 0.14 0.2663
C -4.036 0.444 -4.964 -0.33 -0.59 0.52 -0.7721
H -4.431 0.775 -5.925 0.21 -0.01 0.27 0.4313
C -4.714 -0.564 -4.255 0.59 0.30 0.16 -0.5467
H -5.608 -1.035 -4.665 0.26 0.21 0.11 0.4028
C -4.229 -0.962 -3.000 -0.14 -0.18 0.11 -0.6682
H -4.771 -1.733 -2.427 0.33 0.49 -0.33 0.3937
C -3.069 -0.389 -2.470 -0.02 0.34 -0.68 0.1088
H -2.717 -0.669 -1.477 -0.10 -0.05 -0.13 0.1268
Hf 0.397 1.213 3.152 -0.44 -0.05 -2.99 -0.4594
C 0.765 -1.063 3.107 0.16 -0.69 0.04 -0.1651
C 0.764 -1.886 2.039 -0.48 0.50 1.07 0.0733
H 0.956 -1.531 4.088 0.02 0.03 -0.41 0.1241
C 0.427 -1.339 0.686 -0.70 1.01 -1.78 0.6549
O -0.737 -2.027 0.201 0.04 0.03 -0.28 -0.5802
H -0.908 -1.740 -0.718 0.19 -0.18 0.49 0.2232
C 0.123 0.198 0.683 0.09 1.46 -1.11 -0.2390
H 1.237 -1.543 -0.049 -0.13 0.39 0.41 0.3182
C -0.214 1.145 -0.154 -0.02 0.94 0.58 -0.1459
Cl -0.215 3.428 2.584 -0.06 0.16 -0.21 -0.4224
P -2.071 0.581 3.803 -0.60 -0.16 0.51 0.8110
P 3.004 1.603 2.858 0.71 0.52 -0.18 0.8817
C -2.724 1.782 5.003 -0.08 0.09 -0.09 -1.2250
H -2.638 2.796 4.592 -0.08 -0.22 0.16 0.3652
H -2.153 1.723 5.939 -0.22 0.03 -0.25 0.3951
H -3.780 1.532 5.176 0.26 0.20 0.11 0.4382
C -3.300 0.545 2.489 -0.20 -0.04 -0.15 -1.2326
H -3.047 -0.238 1.765 -0.09 0.17 0.09 0.2345
H -3.326 1.518 1.984 -0.06 -0.22 0.06 0.3432
H -4.266 0.331 2.959 0.03 0.07 -0.31 0.5302
C -2.299 -0.997 4.667 0.01 -0.17 -0.08 -1.0363
H -1.707 -1.006 5.591 -0.20 -0.03 -0.22 0.3406
H -1.971 -1.814 4.011 -0.14 0.14 0.21 0.0642
H -3.369 -1.101 4.892 0.29 -0.14 0.07 0.4846
C 3.668 2.656 4.191 -0.04 0.07 -0.11 -1.3203
H 3.629 2.115 5.145 0.09 0.17 -0.27 0.3874
H 3.063 3.567 4.279 0.22 -0.17 0.00 0.3817
H 4.703 2.910 3.929 -0.22 0.02 0.21 0.4392
C 4.080 0.164 2.913 0.13 -0.32 -0.09 -1.1953
H 3.776 -0.557 2.149 0.10 0.05 0.08 0.2233
H 3.999 -0.306 3.897 0.07 0.01 -0.10 0.3150
H 5.109 0.486 2.733 -0.03 -0.16 0.08 0.4909
C 3.492 2.481 1.339 0.06 0.01 -0.05 -1.1037
H 2.940 3.431 1.278 0.22 -0.29 -0.03 0.3402
H 3.260 1.868 0.454 0.09 0.24 0.27 0.2030
H 4.574 2.672 1.396 -0.33 0.04 -0.20 0.4594
P 0.940 -3.676 2.238 -0.17 1.07 -1.01 1.5860
C 1.665 -4.044 3.815 0.19 -0.24 0.28 -1.3248
C 2.031 -4.195 0.904 0.04 -0.43 0.08 -1.3067
H 1.022 -3.692 4.626 0.07 -0.09 -0.10 0.4593
H 2.652 -3.580 3.900 -0.16 -0.06 -0.02 0.4036
H 1.771 -5.131 3.889 0.01 0.12 0.07 0.4278
H 1.641 -3.830 -0.060 0.11 -0.23 0.38 0.3274
H 2.072 -5.297 0.907 0.14 0.40 -0.20 0.4748
H 3.037 -3.779 1.081 -0.37 -0.19 -0.09 0.4032
C -0.671 -4.450 2.074 -0.13 -0.32 0.01 -1.3007
H -1.254 -4.284 2.991 0.17 -0.04 -0.23 0.4265
H -0.545 -5.528 1.912 -0.08 0.21 0.10 0.4802
H -1.195 -4.002 1.220 0.22 -0.13 0.26 0.3041
H -0.450 2.220 -0.550 0.87 -2.39 2.69 0.4205
Br 0.863 1.187 5.460 0.39 0.08 2.75 -0.3368
```
Positions in Å, forces in eV/Å.

Properties
Total charge: +2
Spin multiplicity: 1
LUMO (eV): -5.70

=====

The following is a DFT calculation (ωB97M-V/def2-TZVPD) of a cluster of 11 separate species, C32H46Cl6F6O24 in total in a non-equilibrium geometry.

The geometry in XYZ format:
```
114
Properties=species:S:1:pos:R:3:forces:R:3:mulliken_charge:R:1
O 3.914 -1.360 3.215 -0.42 -0.40 -0.56 -0.4843
C 4.045 -1.554 2.052 1.27 0.60 -0.87 0.5705
O 3.662 -2.612 1.303 0.23 0.88 0.93 -0.2781
C 4.164 -2.504 -0.036 -0.16 2.13 0.56 -0.2456
C 4.751 -1.017 -0.059 0.22 -1.59 -1.38 0.2614
F 3.937 -0.180 -0.808 -0.20 -0.30 0.48 -0.2614
O 4.796 -0.631 1.245 -1.00 -0.92 1.09 -0.2849
H 4.864 -3.308 -0.204 0.20 0.02 -0.21 0.4018
H 3.307 -2.504 -0.686 -0.17 -0.41 -0.48 0.0736
H 5.721 -0.947 -0.563 -0.02 -0.01 0.45 0.2623
O -1.974 0.003 2.116 0.07 -1.38 -0.49 -0.1958
C -1.996 0.713 3.047 1.06 2.92 0.30 -0.1305
O -1.136 1.809 3.205 -1.47 -1.12 0.20 0.3548
C -1.611 2.518 4.368 0.82 0.46 -0.23 -0.5512
C -3.036 2.039 4.501 0.26 0.70 -0.33 0.2546
F -3.846 2.749 3.593 0.43 -0.70 1.02 -0.2997
O -2.907 0.721 4.043 -0.95 -0.30 0.11 -0.2954
H -1.011 2.187 5.199 0.08 -0.21 0.54 0.2348
H -1.428 3.593 4.257 -0.42 -0.29 -0.30 0.2682
H -3.463 2.066 5.518 -0.01 -0.07 -0.70 0.3089
O -5.137 -2.124 -5.336 1.14 0.29 -0.66 -0.5545
C -4.300 -1.904 -6.176 -1.82 -0.55 3.63 0.6336
O -3.018 -1.612 -5.924 0.05 -0.23 -0.94 -0.2074
C -2.434 -1.326 -7.203 1.32 0.35 0.04 -0.3191
C -3.444 -1.791 -8.218 0.55 0.28 -0.89 0.3108
F -3.001 -3.014 -8.742 -0.87 0.61 0.48 -0.3046
O -4.599 -1.896 -7.454 -0.20 -0.50 -2.40 -0.3263
H -2.254 -0.254 -7.240 0.05 0.04 -0.15 0.2735
H -1.491 -1.873 -7.348 -0.32 0.25 0.30 0.2059
H -3.626 -1.122 -9.084 0.10 -0.51 0.58 0.2797
O -4.708 -5.753 0.137 0.42 0.62 0.79 -0.5455
C -4.602 -4.722 0.740 -1.05 -1.68 -2.07 0.5507
O -3.577 -3.877 0.630 0.05 -0.11 1.04 -0.1944
C -3.741 -2.908 1.696 0.28 -0.38 -0.50 0.2587
C -5.270 -2.848 1.768 0.47 -0.43 -0.99 0.2911
F -5.776 -2.022 0.774 0.33 -0.57 0.15 -0.2914
O -5.626 -4.219 1.487 0.65 1.83 0.54 -0.3348
H -3.250 -3.314 2.607 -0.54 0.40 -0.38 0.1921
H -3.218 -2.042 1.322 -0.23 0.56 0.33 -0.3384
H -5.721 -2.483 2.655 -0.27 -0.19 1.05 0.3694
O 1.182 4.637 3.051 0.14 0.24 1.05 -0.4140
C 1.948 4.663 3.964 1.14 -1.17 0.27 0.5989
O 1.746 4.234 5.244 -0.34 0.46 -0.42 -0.3998
C 2.919 4.485 6.041 -0.87 -0.42 0.39 -0.4470
C 3.995 4.858 5.066 -1.57 0.44 -0.82 0.2886
F 4.891 3.886 4.940 0.97 -0.89 -0.21 -0.2899
O 3.275 4.976 3.839 0.14 0.63 -0.01 -0.2005
H 2.688 5.268 6.755 0.01 0.15 0.04 0.2725
H 3.184 3.572 6.571 -0.05 -0.03 -0.01 0.2886
H 4.494 5.781 5.295 0.33 0.44 -0.14 0.2615
O -0.385 -7.223 -2.856 -0.80 -0.17 0.14 -0.5049
C -0.304 -6.504 -1.923 2.54 0.87 -0.28 0.5723
O -0.661 -6.648 -0.667 -0.07 0.34 -0.16 -0.3451
C -0.390 -5.412 0.037 -0.85 0.63 -0.13 -0.0986
C 0.639 -4.650 -0.858 0.42 -1.84 1.55 1.0377
F 1.978 -4.938 -0.329 -1.46 0.32 -0.55 -0.3750
O 0.520 -5.324 -2.044 -0.84 0.00 -0.60 -0.3687
H -1.401 -4.955 0.170 1.08 0.24 -0.16 -0.0302
H 0.036 -5.661 0.986 0.23 -0.11 0.47 0.3597
H 0.590 -3.563 -0.860 -0.24 -0.33 -0.40 -0.1920
C 1.287 1.724 0.878 0.42 1.49 0.43 -1.3308
C 0.915 0.303 0.921 0.19 -1.42 -1.10 1.2284
O -0.166 0.110 -0.054 -1.01 -0.39 -0.06 -0.0502
C -0.729 -1.107 -0.104 -0.14 0.06 -0.66 0.5082
O -0.258 -2.107 0.382 -0.07 0.17 0.46 -0.5687
O -1.877 -1.210 -0.839 1.17 -0.47 1.15 -0.2578
C -2.278 -0.076 -1.583 0.28 0.28 -0.29 -0.7719
H 2.263 1.982 1.333 -0.43 -0.60 0.06 0.2624
H 0.525 2.293 1.445 0.40 0.03 -0.71 0.0174
H 1.418 2.055 -0.149 -0.36 0.21 -0.09 0.4524
H 0.540 0.037 1.889 -0.14 -0.45 0.45 -0.3061
H 1.698 -0.389 0.577 -0.01 0.26 0.44 -0.0999
H -1.428 0.148 -2.242 -0.75 0.33 -0.26 0.2664
H -2.434 0.719 -0.884 -0.04 0.84 0.21 0.3260
H -3.238 -0.276 -2.078 0.65 -0.28 -0.04 0.2795
C 0.105 5.171 -0.533 0.66 -1.29 -0.34 -1.0697
C 1.374 5.651 0.096 0.97 0.47 0.87 -0.4248
O 2.331 4.567 0.209 -0.64 -1.03 -0.94 -0.1269
C 3.530 4.844 0.683 -0.67 -0.36 -0.53 0.6930
O 3.841 5.946 1.043 1.08 -0.44 0.24 -0.5732
O 4.258 3.670 0.631 -1.27 1.18 0.46 -0.2226
C 5.529 3.798 1.195 1.47 0.10 0.12 -0.8032
H 0.434 4.701 -1.485 -0.57 -0.01 0.42 0.2981
H -0.523 6.008 -0.783 -0.32 0.40 0.05 0.5172
H -0.433 4.444 0.097 0.18 0.25 -0.34 0.1871
H 1.294 5.986 1.133 -0.42 0.47 -0.37 0.2342
H 1.805 6.424 -0.548 0.12 0.02 0.33 0.3865
H 5.970 2.877 1.576 -0.77 -0.31 -0.12 0.2478
H 5.568 4.534 1.964 -0.30 0.46 0.80 0.2758
H 6.210 4.163 0.457 0.55 0.22 -0.77 0.3631
Cl 0.808 -0.038 5.293 0.18 0.46 0.28 -0.2053
C 0.873 -1.500 4.319 -0.73 -0.36 -1.23 0.8256
C 1.379 -2.676 5.046 1.22 -2.00 -0.07 -0.4735
Cl 0.276 -3.396 6.235 -0.34 0.21 0.38 -0.2171
H 1.523 -1.397 3.459 0.26 0.57 0.04 -0.4827
H -0.123 -1.637 3.908 -0.17 -0.21 0.11 -0.0247
H 2.315 -2.416 5.540 -0.14 -0.04 0.16 0.3679
H 1.627 -3.561 4.384 -0.34 1.37 0.27 0.2555
Cl 1.227 -5.576 -7.173 -0.20 0.09 1.02 -0.2347
C 0.705 -5.334 -5.422 -0.81 0.44 -0.85 -0.2519
C -0.340 -4.226 -5.324 1.34 -0.25 1.86 -0.2782
Cl 0.321 -2.564 -5.430 0.14 -0.19 -0.23 -0.2478
H 1.562 -5.018 -4.843 0.27 -0.42 0.01 0.2640
H 0.232 -6.266 -5.057 0.59 0.45 -0.26 0.2309
H -0.755 -4.279 -4.320 0.01 -0.05 0.10 0.0497
H -1.135 -4.340 -5.979 -1.30 -0.09 -1.55 0.4903
Cl -1.545 2.546 -4.090 -0.35 0.24 -0.19 -0.1541
C -2.547 4.034 -4.341 -0.29 -0.15 2.01 -0.4318
C -2.760 4.681 -2.936 1.09 0.51 0.37 0.2305
Cl -3.313 6.379 -3.092 -0.10 0.03 -0.26 -0.2209
H -3.522 3.738 -4.753 0.57 0.19 -0.16 0.3038
H -1.953 4.702 -4.953 -0.25 0.03 -0.21 0.3393
H -1.857 4.750 -2.303 0.06 -0.13 -1.02 -0.3502
H -3.430 4.244 -2.215 -0.75 -0.75 -0.56 0.3502
```
Positions in Å, forces in eV/Å.

Properties
Total charge: 0
SMILES: O=C1OC[C@@H](F)O1.O=C1OC[C@@H](F)O1.O=C1OC[C@@H](F)O1.O=C1OC[C@@H](F)O1.O=C1OC[C@@H](F)O1.O=C1OC[C@@H](F)O1.CCOC(=O)OC.CCOC(=O)OC.ClCCCl.ClCCCl.ClCCCl
Spin multiplicity: 1
LUMO (eV): 0.13